No. 1
Below is C19H43OP3S2Sm as an isolated structure in a non-equilibrium geometry, with properties calculated with the ωB97M-V functional and the def2-TZVPD basis.

⟨S²⟩ ... 8.771
Total charge ... +3
2S+1 ... 6
Relative energy (zero: lowest compared OMol25 entry of this formula, charge and spin) ... 20.6 kcal per mole

Last column: Löwdin spin population.
CARTESIAN COORDINATES (ANGSTROEM)
Sm: 0.123 0.356 1.542  5.08
P: -1.139 -1.644 -1.040  -0.01
P: 2.587 -1.343 0.439  -0.02
P: -2.483 1.325 0.245  -0.02
H: 0.799 2.583 2.958  0.00
C: -0.251 2.354 2.733  0.03
C: -0.924 1.270 3.353  -0.02
H: -0.406 0.872 4.219  0.00
C: -1.059 -1.271 -2.844  0.00
C: -0.481 -3.359 -1.162  0.00
C: -2.908 -2.163 -0.994  0.00
C: 4.247 -1.203 1.245  0.00
C: 2.548 -3.177 0.155  0.00
C: 2.947 -0.749 -1.258  0.00
C: -2.896 3.016 0.866  0.00
C: -4.096 0.566 0.753  0.00
C: -2.891 1.629 -1.539  0.00
H: -0.733 3.277 2.423  0.00
H: -2.021 1.252 3.428  0.00
H: -1.488 -2.095 -3.434  0.00
H: -0.014 -1.106 -3.127  0.00
H: -1.577 -0.332 -3.063  0.00
H: -1.180 -3.990 -1.729  0.00
H: -0.351 -3.768 -0.156  0.00
H: 0.497 -3.352 -1.657  0.00
H: -3.031 -3.035 -1.652  0.00
H: -3.571 -1.365 -1.338  0.00
H: -3.181 -2.443 0.029  0.00
H: 4.912 -1.945 0.798  0.00
H: 4.098 -1.412 2.307  0.00
H: 4.644 -0.180 1.178  0.00
H: 2.483 -3.423 -0.914  0.00
H: 1.694 -3.630 0.664  0.00
H: 3.477 -3.608 0.551  0.00
H: 4.008 -0.465 -1.249  0.00
H: 2.360 0.142 -1.527  0.00
H: 2.736 -1.545 -1.989  0.00
H: -3.751 3.374 0.287  0.00
H: -2.065 3.715 0.717  0.00
H: -3.170 2.975 1.928  0.00
H: -4.928 1.103 0.275  0.00
H: -4.195 0.633 1.844  0.00
H: -4.139 -0.490 0.468  0.00
H: -3.656 2.419 -1.615  0.00
H: -3.287 0.730 -2.029  0.00
H: -1.994 1.957 -2.079  0.00
C: 2.019 3.093 -1.952  0.00
C: 1.951 3.099 -3.344  0.00
C: 3.064 3.480 -4.068  0.00
C: 4.229 3.784 -3.410  0.00
C: 4.310 3.667 -2.033  0.00
C: 3.212 3.300 -1.256  0.00
S: 0.430 2.832 -1.254  0.00
H: -0.157 2.484 -2.455  0.00
H: 1.001 2.867 -3.864  0.00
H: 2.942 3.534 -5.134  0.00
H: 5.072 4.149 -4.004  0.00
H: 5.237 3.904 -1.541  0.00
H: 3.227 3.201 -0.161  0.00
C: -0.310 -2.850 4.512  0.00
S: -0.750 -2.921 2.772  0.00
C: -2.512 -2.562 2.824  0.00
O: -0.129 -1.547 2.350  -0.02
H: -0.223 -3.864 4.919  0.00
H: -1.053 -2.257 5.052  0.00
H: 0.660 -2.357 4.599  0.00
H: -2.707 -1.678 2.204  0.00
H: -2.792 -2.400 3.874  0.00
H: -3.020 -3.411 2.360  0.00

---

No. 2
Below is C19H43P3S2Tb as an isolated structure in a non-equilibrium geometry, with properties calculated with the ωB97M-V functional and the def2-TZVPD basis.

E_tot ... -3393.44313 Eh
⟨S²⟩ ... 12.709
Total charge ... +3
2S+1 ... 7

Last column: Löwdin spin population.
CARTESIAN COORDINATES (ANGSTROEM)
Tb: -1.144 0.511 -0.259  4.19
P: 0.845 0.287 2.306  -0.01
P: 1.299 2.161 -1.103  -0.01
P: -1.751 -1.902 1.180  0.00
H: -2.083 -1.626 -3.672  0.01
C: -2.409 -1.725 -2.622  0.05
C: -2.904 -0.562 -2.010  0.40
H: -3.146 0.278 -2.659  0.02
C: 2.331 -0.783 2.500  0.00
C: 1.611 1.881 2.771  0.00
C: 0.047 -0.084 3.923  0.00
C: 1.461 3.007 -2.750  0.00
C: 1.684 3.620 -0.040  0.00
C: 2.872 1.227 -1.071  0.00
C: -2.898 -2.995 0.293  0.00
C: -2.815 -1.607 2.649  0.00
C: -0.541 -3.155 1.773  0.00
H: -2.816 -2.724 -2.438  0.00
H: -3.671 -0.698 -1.241  0.02
H: 2.801 -0.593 3.474  0.00
H: 3.058 -0.563 1.712  0.00
H: 2.064 -1.843 2.439  0.00
H: 1.864 1.869 3.836  0.00
H: 0.915 2.703 2.579  0.00
H: 2.522 2.053 2.194  0.00
H: 0.709 0.263 4.724  0.00
H: -0.136 -1.155 4.051  0.00
H: -0.898 0.459 4.008  0.00
H: 1.977 3.967 -2.598  0.00
H: 0.448 3.159 -3.162  0.00
H: 2.026 2.362 -3.415  0.00
H: 2.588 3.446 0.544  0.00
H: 0.838 3.822 0.633  0.00
H: 1.812 4.497 -0.677  0.00
H: 3.449 1.484 -1.967  0.00
H: 2.677 0.148 -1.090  0.00
H: 3.433 1.464 -0.163  0.00
H: -2.963 -3.934 0.856  0.00
H: -2.561 -3.200 -0.725  0.00
H: -3.882 -2.508 0.232  0.00
H: -3.224 -2.580 2.966  0.00
H: -3.640 -0.938 2.356  0.00
H: -2.253 -1.146 3.474  0.00
H: -1.053 -4.129 1.784  0.00
H: -0.163 -2.912 2.776  0.00
H: 0.301 -3.214 1.071  0.00
C: 1.115 -1.637 -2.505  0.23
C: 1.953 -2.758 -1.945  0.10
C: 3.246 -2.787 -2.728  0.23
C: 3.486 -2.062 -3.820  0.03
C: 2.633 -1.012 -4.234  0.29
C: 1.398 -0.855 -3.578  0.05
S: -0.361 -1.689 -1.716  0.32
H: 2.115 -2.685 -0.874  0.02
H: 1.346 -3.662 -2.118  0.03
H: 3.987 -3.437 -2.216  0.01
H: 4.459 -2.220 -4.354  0.00
H: 2.869 -0.467 -5.131  0.01
H: 0.680 -0.137 -3.959  0.00
C: -3.452 3.946 0.045  0.00
S: -2.829 2.250 0.320  -0.01
C: -2.671 2.103 2.082  0.00
H: -3.850 4.013 -0.971  0.00
H: -2.642 4.685 0.158  0.00
H: -4.251 4.165 0.768  0.00
H: -1.707 2.478 2.431  0.00
H: -2.725 1.041 2.348  0.00
H: -3.478 2.635 2.560  0.00

---

No. 3
Below is a 5-piece molecular cluster, C19H44BrIN2O5 overall in a non-equilibrium geometry, with properties calculated with the ωB97M-V functional and the def2-TZVPD basis.

E_tot ... -4107.71140 Eh
2S+1 ... 1

Last column: Löwdin charge in e.
CARTESIAN COORDINATES (ANGSTROEM)
C: 2.154 2.330 -0.988  -0.10
C: 3.131 1.562 -1.907  -0.24
C: 3.016 0.041 -1.822  -0.19
C: 1.986 -0.559 -2.802  -0.22
N: 1.344 -1.783 -2.325  -0.01
C: 0.049 -1.718 -1.726  -0.39
N: -0.016 -1.169 -0.364  0.13
C: -0.984 -0.127 -0.334  -0.40
O: -1.586 0.224 0.662  0.09
C: -1.137 0.409 -1.775  -0.31
C: -2.332 1.327 -1.900  -0.21
C: -2.550 2.117 -3.200  -0.71
C: -3.331 3.419 -2.920  -0.16
I: -0.724 2.641 -4.243  0.86
C: -1.121 -0.960 -2.435  -0.61
Br: -1.114 -1.118 -4.346  0.74
H: 1.625 1.626 -0.347  0.06
H: 2.642 3.104 -0.409  0.06
H: 1.389 2.797 -1.607  0.03
H: 4.143 1.831 -1.613  0.08
H: 2.962 1.865 -2.938  0.10
H: 3.985 -0.381 -2.088  0.10
H: 2.802 -0.307 -0.813  0.09
H: 1.274 0.198 -3.136  0.06
H: 2.546 -0.840 -3.693  0.12
H: 1.339 -2.499 -3.027  0.10
H: -0.287 -2.752 -1.660  0.11
H: 0.865 -0.852 0.019  0.12
H: -0.206 0.967 -1.870  0.09
H: -3.226 0.730 -1.710  0.14
H: -2.253 2.053 -1.095  0.10
H: -3.112 1.523 -3.908  0.06
H: -2.738 4.294 -3.155  0.03
H: -4.238 3.465 -3.516  0.07
H: -3.603 3.487 -1.871  0.07
H: -2.013 -1.477 -2.087  0.10
C: -1.414 4.177 2.344  -0.09
C: -0.640 3.291 1.385  -0.32
O: -0.593 3.840 0.069  -0.09
H: -2.432 4.327 1.982  0.08
H: -1.459 3.730 3.338  0.07
H: -0.945 5.160 2.430  0.07
H: -1.118 2.322 1.287  0.08
H: 0.381 3.133 1.752  0.11
H: -0.152 4.691 0.120  0.08
C: -0.674 -5.934 1.102  -0.09
C: -0.669 -4.633 0.325  -0.32
O: -0.907 -4.839 -1.072  -0.10
H: 0.081 -6.616 0.710  0.08
H: -0.474 -5.757 2.157  0.06
H: -1.643 -6.430 1.024  0.07
H: 0.299 -4.140 0.394  0.11
H: -1.421 -3.945 0.725  0.10
H: -1.762 -5.265 -1.166  0.08
C: -3.889 -4.009 3.585  -0.09
C: -3.722 -5.352 4.272  -0.32
O: -2.446 -5.931 4.008  -0.09
H: -3.756 -4.115 2.507  0.07
H: -4.878 -3.590 3.775  0.07
H: -3.142 -3.295 3.940  0.07
H: -4.457 -6.064 3.903  0.11
H: -3.866 -5.249 5.353  0.11
H: -1.778 -5.327 4.340  0.08
C: 5.092 4.062 2.635  -0.09
C: 5.100 2.706 1.955  -0.32
O: 5.208 2.817 0.538  -0.09
H: 4.270 4.671 2.257  0.07
H: 4.983 3.959 3.715  0.07
H: 6.021 4.600 2.435  0.07
H: 4.166 2.179 2.144  0.11
H: 5.919 2.090 2.341  0.11
H: 6.033 3.268 0.342  0.08